Model a:
The following is a quantum chemistry calculation of a single C6H8N2S molecule, from OMol25.

Each line ends with the Mulliken charge.
Geometry (Å):
C 2.111 1.754 0.173  -0.53
C 2.048 0.392 0.435  -0.49
C 0.905 2.173 -0.195  -0.23
C 0.857 -0.243 0.041  0.52
C -0.508 -2.259 -0.252  -0.98
C 0.659 -1.657 0.146  -0.22
N -1.534 1.469 0.404  -0.35
N -2.770 0.945 0.409  -0.37
S -0.250 0.978 -0.534  0.07
H 2.950 2.352 0.188  0.49
H 2.795 -0.299 0.618  0.42
H 0.802 3.277 -0.316  0.34
H -1.364 -1.810 -0.746  0.27
H -0.558 -3.251 -0.047  0.31
H 1.318 -2.306 0.587  0.34
H -2.888 0.022 0.978  0.22
H -3.474 1.089 -0.439  0.21

Output
Lowest unoccupied orbital energy (spin up / spin down), eV: -0.43 / -0.43
Highest occupied orbital energy (spin up / spin down), eV: -7.514 / -7.513


Model b:
The following is a quantum chemistry calculation of 2 unconnected molecules or ions with the total composition C6H8N2S, from OMol25.

Each line ends with the Mulliken charge.
Geometry (Å):
C -0.020 2.316 1.019  -0.39
C -0.764 2.801 2.081  -0.51
C -0.278 0.939 1.058  0.14
C 0.206 -2.239 0.220  -0.73
C 0.778 -1.083 -0.433  0.66
C 0.770 -0.498 -1.736  -1.19
N -1.374 1.823 2.755  -0.91
N -1.052 0.697 2.152  0.38
S 2.032 -1.986 0.357  -0.12
H 0.565 2.747 0.233  0.35
H -0.880 3.788 2.354  0.48
H -0.299 -2.335 1.190  0.21
H -0.052 -3.036 -0.316  0.34
H 1.231 -1.221 -2.597  0.29
H 1.223 0.390 -1.934  0.36
H -0.183 -0.404 -2.024  0.38
H -1.125 -0.203 2.535  0.25

Output
Lowest unoccupied orbital energy (spin up / spin down), eV: -0.78 / -0.48
Highest occupied orbital energy (spin up / spin down), eV: -8.021 / -8.880


Model c:
The following is a quantum chemistry calculation of a single C6H8N2S molecule, from OMol25.

Each line ends with the Mulliken charge.
Geometry (Å):
C 2.816 0.557 0.004  -0.86
C 1.524 0.758 0.344  -0.07
C 0.527 -0.415 0.572  -0.29
S 1.018 -2.045 -0.210  -0.16
N -0.787 -0.062 0.347  0.19
C -1.211 0.610 -0.752  -0.23
C -2.551 0.453 -0.826  -0.44
N -2.965 -0.366 0.217  -0.64
C -1.888 -0.645 0.912  0.02
H 3.406 1.436 -0.159  0.28
H 3.345 -0.435 -0.021  0.27
H 0.883 1.679 0.471  0.37
H 0.607 -0.761 1.735  0.31
H 0.762 -1.580 -1.461  0.15
H -0.497 1.159 -1.369  0.41
H -3.184 0.901 -1.613  0.34
H -1.805 -1.245 1.807  0.35

Output
Lowest unoccupied orbital energy, eV: 0.65
Highest occupied orbital energy, eV: -9.040


Model d:
The following is a quantum chemistry calculation of a single C6H8N2S molecule, from OMol25.

Each line ends with the Mulliken charge.
Geometry (Å):
C -1.857 1.597 -0.456  -0.97
S -1.654 -0.045 0.433  0.00
C 0.171 0.068 0.634  -0.20
C 0.791 -0.696 1.837  -1.48
C 1.025 -0.785 -0.776  0.17
C 0.299 -1.990 -1.014  0.19
N -0.235 -2.990 -1.124  -0.41
C 0.891 0.228 -1.759  0.14
N 0.868 1.164 -2.411  -0.51
H -1.388 1.784 -1.427  0.33
H -1.499 2.413 0.101  0.34
H -2.916 1.731 -0.635  0.37
H 0.357 1.124 0.600  0.43
H 1.846 -0.314 1.933  0.34
H 0.382 -0.540 2.775  0.44
H 0.849 -1.696 1.749  0.41
H 2.069 -1.052 -0.460  0.40

Output
Lowest unoccupied orbital energy, eV: 0.60
Highest occupied orbital energy, eV: -9.308


Relative stability in kcal/mol, measured from the most stable structure: model a 103.0; model b 106.4; model c 0.0; model d 15.2


Model a:
The following is a quantum chemistry calculation of a single C8H13OP molecule, from OMol25.

Each line ends with the Mulliken charge.
Geometry (Å):
C -3.067 0.427 0.124  -1.39
C -1.754 -0.303 0.138  0.65
C -0.551 0.376 0.162  0.43
C -0.311 1.829 0.227  -1.56
C 0.803 -0.881 0.406  0.02
C 2.233 -0.543 0.182  0.09
C 2.511 -0.073 -1.257  -1.16
O 2.707 0.391 1.131  -0.55
P -0.074 -2.288 -0.091  -0.17
C -1.698 -1.687 0.164  -0.58
H -3.891 -0.279 0.157  0.35
H -3.161 1.026 -0.782  0.33
H -3.143 1.096 0.980  0.34
H 0.644 2.113 -0.213  0.39
H -0.327 2.182 1.262  0.27
H -1.103 2.349 -0.314  0.41
H 2.826 -1.448 0.369  0.36
H 3.546 0.250 -1.339  0.35
H 1.859 0.753 -1.528  0.26
H 2.335 -0.894 -1.947  0.37
H 2.110 1.148 1.130  0.36
H 0.073 -3.226 0.923  0.03
H -2.570 -2.317 0.112  0.39

Output
Lowest unoccupied orbital energy (spin up / spin down), eV: -0.12 / -0.21
Highest occupied orbital energy (spin up / spin down), eV: -7.494 / -7.543


Model b:
The following is a quantum chemistry calculation of a single C8H13OP molecule, from OMol25.

Each line ends with the Mulliken charge.
Geometry (Å):
C 2.389 2.396 -0.714  -0.93
C 0.900 1.836 -0.739  -0.61
P 0.690 0.357 0.390  -0.24
C 1.216 -1.171 -0.550  -0.38
C 1.187 -2.313 0.356  -1.12
C -1.116 0.066 0.499  0.20
C -1.864 -0.564 1.474  -0.08
C -3.206 -0.506 1.114  -0.41
C -3.218 0.112 -0.068  -0.44
O -1.961 0.426 -0.541  -0.30
H 2.815 2.230 -1.715  0.25
H 2.454 3.496 -0.481  0.31
H 2.803 1.806 0.058  0.35
H 0.489 1.579 -1.727  0.38
H 0.109 2.372 -0.356  0.40
H 0.403 -1.342 -1.262  0.29
H 2.242 -0.827 -0.978  0.36
H 0.175 -2.775 0.333  0.30
H 1.901 -3.166 0.171  0.30
H 1.209 -2.052 1.404  0.31
H -1.459 -1.161 2.377  0.29
H -4.051 -0.864 1.668  0.41
H -4.106 0.066 -0.712  0.36

Output
Lowest unoccupied orbital energy, eV: 1.04
Highest occupied orbital energy, eV: -8.116


Relative stability in kcal/mol, measured from the most stable structure: model a 32.8; model b 0.0


Model a:
The following is a quantum chemistry calculation of 2 unconnected molecules or ions with the total composition H2IO, from OMol25.

Each line ends with the Mulliken charge.
Geometry (Å):
I 8.315 12.567 -17.383  -0.91
O 11.885 12.263 -17.902  -0.66
H 11.807 13.205 -18.072  0.32
H 10.983 12.023 -17.602  0.25

Output
Lowest unoccupied orbital energy, eV: 3.97
Highest occupied orbital energy, eV: -3.599
Total charge: -1


Model b:
The following is a quantum chemistry calculation of 2 unconnected molecules or ions with the total composition H2IO, from OMol25.

Each line ends with the Mulliken charge.
Geometry (Å):
O 3.160 -1.587 1.302  -0.66
H 3.900 -1.434 0.673  0.30
H 2.348 -1.526 0.750  0.32
I -0.418 0.223 -0.158  -0.96

Output
Lowest unoccupied orbital energy, eV: 3.82
Highest occupied orbital energy, eV: -3.400
Total charge: -1


Relative stability in kcal/mol, measured from the most stable structure: model a 0.0; model b 4.9